C4H3F | ωB97M-V with the def2-TZVPD basis set

Geometry as XYZ:
```
8
Properties=species:S:1:pos:R:3:lowdin_charge:R:1
C 0.250 0.768 -0.087 -0.09
C 0.046 -0.768 0.385 -0.09
C -0.945 0.137 0.032 0.04
C 1.265 -0.362 -0.472 -0.18
F 0.828 -0.537 -1.814 -0.14
H 0.580 1.723 0.492 0.16
H 0.032 -1.383 1.382 0.16
H -2.055 0.422 0.082 0.15
```

Summary:
**Highest occupied orbital energy**: -0.3015 hartree
**HOMO-LUMO gap**: 7.9 eV
**Energy relative to the best compared isomer or geometry (same formula, charge and spin)**: 386.0 kJ/mol
**DFT total energy**: -6907.327 eV